Record 1
Entry from OMol25: the molecule C5H10N2 (ωB97M-V with the def2-TZVPD basis set).

Each line ends with the Mulliken charge.
Element x y z (Å)
C (1.897620, 0.629318, -0.291084)  -1.22
C (0.665104, 0.947100, -1.101051)  0.07
N (-0.138801, -0.130487, -1.693454)  -0.66
C (-0.678776, 0.599835, -0.565915)  -0.29
C (-0.751232, 0.048256, 0.832042)  0.04
C (-1.721498, -0.997074, 1.220859)  -0.42
N (-0.288089, -1.285455, 1.206476)  -0.60
H (2.765819, 0.558484, -0.951445)  0.35
H (1.778344, -0.320706, 0.235720)  0.34
H (2.093679, 1.396827, 0.465625)  0.28
H (0.743891, 1.831166, -1.736026)  0.37
H (0.234525, -1.043247, -1.404956)  0.27
H (-1.536488, 1.219069, -0.831252)  0.39
H (-0.494755, 0.797199, 1.582204)  0.32
H (-2.178287, -0.974715, 2.207159)  0.25
H (-2.338021, -1.430099, 0.435827)  0.24
H (-0.053037, -1.845470, 0.389270)  0.25

Atoms 1-6, force components in eV/Å:
0.0 -0.1 -0.1
-0.2 0.3 0.0
0.4 -0.7 -0.1
-0.1 0.3 0.4
0.0 0.1 0.1
-0.3 0.0 0.0

Output
SMILES: C[C@H]1N[C@H]1[C@H]1CN1
Kohn-Sham gap: 10.496 eV
Energy relative to the best compared isomer or geometry (same formula, charge and spin): 2.121 eV


Record 2
Entry from OMol25: a 2-piece molecular cluster, C5H14 overall (ωB97M-V with the def2-TZVPD basis set).

Each line ends with the Mulliken charge.
Element x y z (Å)
C (2.228441, -0.480719, -0.778849)  -0.16
C (2.028869, 0.955511, -0.327504)  -0.96
C (1.523957, -1.427078, 0.199958)  -0.96
H (1.909729, -0.550043, -1.819174)  0.30
H (3.282385, -0.753109, -0.726671)  0.23
H (2.495834, 1.187332, 0.637517)  0.31
H (0.988539, 1.209461, -0.137467)  0.13
H (1.207617, -2.413553, -0.140377)  0.31
H (2.172075, -1.550382, 1.069221)  0.32
H (2.582520, 1.653587, -0.963794)  0.34
H (0.634115, -0.951265, 0.623626)  0.15
C (-2.806514, -0.258385, 0.000257)  -0.92
C (-2.415821, 1.101387, 0.569669)  -0.70
H (-3.659163, -0.187121, -0.677405)  0.32
H (-2.099570, -0.883007, -0.531679)  0.29
H (-3.174395, -0.945025, 0.773541)  0.27
H (-1.695728, 1.549254, -0.108707)  0.16
H (-1.999398, 0.920201, 1.557250)  0.24
H (-3.203494, 1.822954, 0.780586)  0.35

Atoms 1-6, force components in eV/Å:
-0.2 -0.2 0.5
1.1 0.6 0.7
-0.4 0.3 0.5
-0.2 -0.3 0.1
0.2 0.2 -0.4
0.1 -0.6 0.2

Output
SMILES: CCC.CC
Kohn-Sham gap: 12.478 eV
Energy relative to the best compared isomer or geometry (same formula, charge and spin): 0.475 eV


Record 3
Entry from OMol25: C9H23BF2MnN2SSi as an isolated structure (ωB97M-V with the def2-TZVPD basis set).

Each line ends with the Mulliken spin population.
Element x y z (Å)
Mn (-0.258884, 0.349510, -0.262680)  4.29
C (1.325640, -0.691623, 2.270099)  0.00
C (1.488739, -1.970803, 1.432694)  0.00
N (0.635437, -1.899300, 0.235127)  0.03
C (1.271836, -2.322118, -1.017491)  0.00
C (2.228869, -1.284675, -1.617043)  0.01
S (1.549956, 0.417457, -1.739779)  -0.01
C (2.593100, 1.371381, -0.566544)  0.02
C (2.676743, 0.788286, 0.840197)  -0.01
N (1.350388, 0.497298, 1.402565)  0.00
H (2.109769, -0.650467, 3.036907)  0.00
H (0.346634, -0.715012, 2.757867)  0.00
H (1.213748, -2.822082, 2.059601)  0.00
H (2.529238, -2.111555, 1.128886)  0.00
H (-0.194006, -2.469301, 0.392959)  0.00
H (0.473204, -2.519228, -1.737673)  -0.01
H (1.846495, -3.249427, -0.884811)  0.00
H (2.474722, -1.586129, -2.635641)  0.00
H (3.157213, -1.202783, -1.056886)  0.00
H (2.126246, 2.360154, -0.552916)  0.00
H (3.592499, 1.467571, -0.998433)  0.00
H (3.234795, 1.500598, 1.461509)  0.00
H (3.251004, -0.138142, 0.811640)  0.00
H (1.057572, 1.300841, 1.957728)  0.00
F (-0.977776, 2.186540, 0.858505)  0.03
B (-1.478266, 0.931239, 1.192301)  -0.13
F (-1.998143, 0.974700, 2.402246)  0.00
C (-2.813145, -2.129955, -1.199861)  -0.01
Si (-2.151739, -0.341779, -1.563202)  -0.21
C (-1.399473, -0.424472, -3.357848)  0.00
C (-3.618363, 0.899961, -1.698276)  0.00
H (-3.662092, -2.312640, -1.851212)  0.00
H (-3.149639, -2.254309, -0.175736)  0.00
H (-2.076183, -2.898915, -1.414608)  0.00
H (-2.204846, -0.688305, -4.037341)  0.00
H (-0.624326, -1.177808, -3.463768)  0.00
H (-0.993364, 0.528916, -3.684339)  0.00
H (-4.254732, 0.628932, -2.536272)  0.00
H (-3.278242, 1.917880, -1.868924)  0.00
H (-4.233829, 0.903033, -0.804828)  0.00

Atoms 1-6, force components in eV/Å:
1.1 -1.6 0.4
0.0 -0.4 -0.1
-0.1 0.4 0.1
-0.3 0.0 -0.2
0.0 0.0 0.0
-0.2 0.0 0.0

Output
Spin multiplicity: 5
Kohn-Sham gap (spin up / spin down): 8.971 / 8.341 eV
Net charge: +1


Record 4
Entry from OMol25: C30H18F6N9O10PtS2 as an isolated structure (ωB97M-V with the def2-TZVPD basis set).

Each line ends with the Mulliken spin population.
Element x y z (Å)
Pt (-0.713950, 0.651412, 0.614901)  0.93
N (2.918050, 0.854812, 3.334501)  0.00
C (2.364150, 0.139712, 2.354401)  0.01
N (1.163450, 0.618012, 2.101101)  0.05
C (1.017850, 1.662812, 2.978401)  0.00
N (2.086750, 1.811512, 3.739101)  0.01
C (-0.197650, 2.404012, 3.002101)  0.00
C (-0.558050, 3.280712, 4.034801)  0.00
N (-1.733150, 3.826712, 4.071401)  0.00
C (-2.642350, 3.544112, 3.136801)  0.00
C (-2.311050, 2.711312, 2.093401)  -0.01
N (-1.092450, 2.165712, 1.999101)  -0.02
H (3.826650, 0.762512, 3.767001)  0.00
H (2.830150, -0.689988, 1.864701)  0.00
H (0.145650, 3.486812, 4.827501)  0.00
H (-3.621350, 3.984012, 3.234201)  0.00
H (-3.031350, 2.496512, 1.317301)  -0.01
C (-1.697150, 4.040812, -1.863099)  0.09
C (-2.376250, 3.414012, -2.905599)  0.09
C (-2.446350, 2.039412, -2.972699)  0.04
C (-1.884250, 1.255312, -1.956099)  0.01
C (-1.249850, 1.907112, -0.868699)  0.26
C (-1.114150, 3.282212, -0.853199)  -0.01
C (-1.842050, -0.183788, -1.939999)  0.37
C (-2.364850, -1.026088, -2.931899)  -0.07
C (-2.261950, -2.388088, -2.809299)  0.32
C (-1.570750, -2.935988, -1.701299)  -0.07
C (-1.451450, -4.310488, -1.467399)  0.31
C (-0.745750, -4.788688, -0.371999)  0.24
C (-0.061850, -3.906188, 0.462701)  0.02
C (-0.151550, -2.547388, 0.257501)  0.10
C (-0.971650, -2.030088, -0.770599)  0.27
N (-1.171450, -0.707288, -0.876499)  0.35
H (-1.615150, 5.116812, -1.839499)  0.01
H (-2.833150, 4.010612, -3.679799)  0.00
H (-2.927250, 1.563712, -3.811399)  0.01
H (-0.537450, 3.776512, -0.082099)  0.00
H (-2.867250, -0.587988, -3.777299)  0.00
H (-2.695450, -3.044788, -3.548999)  0.01
H (-1.924150, -4.997288, -2.152499)  0.00
H (-0.704650, -5.849388, -0.180799)  0.00
H (0.536450, -4.286788, 1.273801)  0.01
H (0.398350, -1.843388, 0.865601)  0.11
O (2.412350, 2.255312, -0.215899)  0.02
C (2.175250, 1.275312, -0.889499)  -0.04
O (1.244450, 0.435512, -0.785299)  0.51
C (3.105350, 0.934012, -2.074599)  0.06
C (2.750150, -0.103788, -2.924099)  0.00
C (3.565750, -0.413388, -4.000499)  0.00
C (4.736250, 0.292012, -4.243699)  0.00
C (5.068550, 1.324412, -3.376699)  0.00
C (4.265650, 1.660512, -2.293699)  0.00
N (6.301650, 2.084212, -3.608599)  0.00
O (6.974550, 1.750612, -4.549699)  0.00
O (6.539250, 2.977512, -2.836299)  0.00
N (3.171650, -1.502888, -4.887799)  0.00
O (3.886650, -1.728488, -5.828899)  0.00
O (2.152550, -2.093988, -4.609399)  0.00
H (1.846250, -0.668588, -2.752499)  0.00
H (5.371450, 0.045412, -5.083099)  0.00
H (4.542250, 2.476212, -1.638399)  0.00
F (0.629750, -2.130588, 3.363201)  0.00
C (-0.135250, -1.611688, 4.322101)  0.00
F (0.632850, -0.701388, 4.939501)  0.00
F (-0.442250, -2.543188, 5.201001)  0.00
S (-1.694050, -0.748788, 3.671501)  0.00
O (-1.562150, -0.763588, 2.214401)  0.00
O (-1.632850, 0.555912, 4.241801)  0.00
N (-2.907750, -1.588588, 4.147501)  0.01
S (-2.967250, -3.001888, 3.402901)  0.00
O (-3.731150, -3.971988, 4.085201)  0.00
O (-1.667650, -3.349688, 2.908501)  0.00
C (-3.960750, -2.546688, 1.839101)  0.00
F (-5.106050, -3.203588, 1.759601)  0.00
F (-3.257750, -2.840288, 0.738501)  0.00
F (-4.228050, -1.237388, 1.794301)  0.00

Atoms 1-6, force components in eV/Å:
-0.6 1.2 -1.2
-0.4 0.0 -0.3
-0.1 0.0 -0.2
-0.5 0.1 0.0
1.9 -1.2 -0.3
-0.7 0.8 0.2

Output
Spin multiplicity: 5
Kohn-Sham gap (spin up / spin down): 5.273 / 5.175 eV
Energy relative to the best compared isomer or geometry (same formula, charge and spin): 2.001 eV
Net charge: +1


Record 5
Entry from OMol25: a 2-piece molecular cluster, C25H23BF2NO5 overall (ωB97M-V with the def2-TZVPD basis set).

Each line ends with the Mulliken charge.
Element x y z (Å)
C (-5.584186, -0.117539, 2.843961)  -1.21
C (-4.421270, -0.880326, 3.269705)  0.39
C (-4.296521, -2.168606, 3.719088)  -0.69
C (-2.904680, -2.383389, 3.911014)  -0.86
C (-2.231903, -1.222354, 3.584675)  0.34
B (-0.735956, -0.954526, 3.050402)  0.78
N (-0.687056, -0.889038, 1.433453)  0.25
C (-1.604279, -1.756452, 0.648734)  -0.92
C (-0.856974, 0.566371, 1.111183)  -0.32
C (-0.545640, 1.299529, 2.389675)  0.54
O (-0.368739, 2.498551, 2.524164)  -0.63
O (-0.402321, 0.414254, 3.439587)  -0.29
C (0.705965, -1.417161, 1.216018)  -0.62
C (0.816910, -2.494741, 2.274226)  0.54
O (1.388111, -3.565721, 2.197801)  -0.61
O (0.169122, -2.057086, 3.400317)  -0.46
O (-3.180530, -0.297109, 3.190694)  -0.46
H (-6.484097, -0.709652, 3.043157)  0.35
H (-5.668107, 0.830197, 3.386592)  0.29
H (-5.566835, 0.098358, 1.766833)  0.27
H (-5.105194, -2.875944, 3.869234)  0.44
H (-2.457545, -3.314634, 4.239269)  0.58
H (-1.183587, -1.879697, -0.357141)  0.30
H (-1.705737, -2.740690, 1.124769)  0.36
H (-2.580801, -1.278506, 0.561661)  0.38
H (-0.175308, 0.882214, 0.307460)  0.34
H (-1.892742, 0.765738, 0.806890)  0.40
H (0.844386, -1.828748, 0.205281)  0.41
H (1.467924, -0.635853, 1.373155)  0.25
F (2.687540, 0.918739, 8.674995)  -0.30
C (2.372869, 1.439015, 7.440935)  -0.02
C (2.281835, 2.824635, 7.319631)  -0.52
C (1.895533, 3.323637, 6.068543)  -0.71
C (1.638077, 2.469095, 5.001553)  -0.39
C (1.819782, 1.068791, 5.116274)  0.48
C (1.851418, 0.214013, 3.953519)  -0.19
C (2.758370, -0.863280, 3.891169)  -0.32
C (3.576236, -1.140655, 2.803806)  0.07
C (4.350853, -2.349721, 2.649768)  0.67
C (4.683618, -3.158779, 3.763048)  -0.57
C (5.383336, -4.340800, 3.550967)  0.29
F (5.711762, -5.108306, 4.641814)  -0.30
C (5.779595, -4.780828, 2.288923)  -0.53
C (5.434158, -3.986089, 1.185308)  -0.60
C (4.752674, -2.787277, 1.357250)  -0.51
C (2.150214, 0.555218, 6.390763)  -0.47
H (2.495916, 3.473619, 8.166697)  0.47
H (1.784708, 4.401416, 5.936917)  0.42
H (1.290950, 2.877905, 4.054869)  0.34
H (1.743352, 0.752941, 3.016623)  0.65
H (2.913933, -1.445296, 4.801962)  0.03
H (3.623919, -0.433827, 1.961314)  0.59
H (4.399584, -2.854974, 4.769281)  0.48
H (6.335760, -5.707930, 2.180273)  0.46
H (5.707265, -4.314976, 0.184003)  0.40
H (4.482408, -2.173320, 0.494308)  0.40
H (2.254146, -0.515099, 6.545190)  0.57

Atoms 1-6, force components in eV/Å:
-0.9 0.6 -0.2
1.0 -1.1 0.4
-0.1 0.8 -0.2
0.7 0.3 0.0
-0.3 -1.6 -0.6
-2.7 -0.8 1.7

Output
Kohn-Sham gap: 4.846 eV
Energy relative to the best compared isomer or geometry (same formula, charge and spin): 0.000 eV
Net charge: +1


Record 6
Entry from OMol25: C20H22N8O2PtS2 as an isolated structure (ωB97M-V with the def2-TZVPD basis set).

Each line ends with the Mulliken charge.
Element x y z (Å)
Pt (0.922085, -0.727489, -1.659111)  0.78
C (-4.172215, 1.632611, -0.289511)  -0.61
C (-3.719315, 1.488911, -1.739311)  -0.73
N (-2.403315, 2.031811, -1.966711)  -0.19
C (-1.251415, 1.319211, -1.912111)  0.51
S (-1.352115, -0.463189, -1.958311)  -0.64
N (-0.121615, 1.947711, -1.880711)  -1.03
N (0.986085, 1.208611, -1.884911)  0.80
C (2.210485, 1.768311, -1.795011)  1.01
C (2.363885, 3.253011, -1.814611)  -1.53
C (3.277885, 0.866311, -1.680711)  0.29
C (4.642185, 1.240011, -1.606611)  -0.84
C (5.611985, 0.285511, -1.521111)  -0.36
C (5.245685, -1.075889, -1.532711)  -0.74
C (3.908985, -1.393589, -1.604011)  0.04
N (2.947585, -0.479489, -1.670411)  -0.25
H (-5.204115, 1.312011, -0.186111)  0.42
H (-4.100215, 2.670411, 0.028089)  0.26
H (-3.550615, 1.027311, 0.363489)  -0.02
H (-4.415515, 2.013511, -2.400711)  0.33
H (-3.698315, 0.435811, -2.021711)  0.32
H (-2.285215, 3.015911, -1.772511)  0.28
H (1.379285, 3.708011, -1.866811)  0.37
H (2.947985, 3.580811, -2.673811)  0.37
H (2.860485, 3.582611, -0.903711)  0.36
H (4.886785, 2.289311, -1.615811)  0.39
H (6.650985, 0.560211, -1.428211)  0.43
H (5.990585, -1.852389, -1.481311)  0.40
H (3.585285, -2.427689, -1.609011)  0.39
N (-4.379615, 1.251211, 3.544989)  -0.54
C (-3.122515, 0.804911, 3.201989)  1.18
C (-2.259615, 1.620611, 2.460189)  -1.03
C (-1.009615, 1.161611, 2.098189)  -0.10
C (-0.602315, -0.100389, 2.485889)  -0.52
C (-1.449015, -0.932889, 3.191589)  -0.31
C (-2.706015, -0.485889, 3.546189)  -0.78
S (1.066985, -0.609289, 2.119989)  1.16
O (1.504385, -1.583589, 3.080989)  -0.70
O (1.866385, 0.572711, 1.947889)  -0.72
N (0.981985, -1.269889, 0.613889)  -0.50
C (0.630785, -2.491089, 0.280389)  0.74
N (0.796585, -2.731889, -1.067011)  -0.41
C (0.605285, -3.965489, -1.505211)  -0.22
C (0.206385, -4.980889, -0.652911)  -0.79
C (-0.064215, -4.611089, 0.664189)  -0.13
N (0.137285, -3.399589, 1.129189)  -0.45
H (-4.525015, 2.247711, 3.525089)  0.22
H (-4.845515, 0.771811, 4.298889)  0.21
H (-2.578915, 2.614611, 2.181289)  0.28
H (-0.318015, 1.778511, 1.549089)  0.52
H (-1.096515, -1.908789, 3.478789)  0.46
H (-3.378915, -1.122789, 4.101589)  0.31
H (0.780385, -4.133089, -2.560911)  0.51
H (0.084285, -5.992089, -1.003411)  0.39
H (-0.469215, -5.323189, 1.373189)  0.42

Atoms 1-6, force components in eV/Å:
-0.4 0.5 -1.3
0.1 -0.1 -0.3
-0.4 -0.1 0.1
0.9 0.1 0.2
-0.9 -2.0 -0.2
0.1 0.7 0.1

Output
Kohn-Sham gap: 6.223 eV


no.,largest force on an atom (eV Å⁻¹)
1,0.83
2,2.02
3,2.00
4,3.12
5,4.10
6,3.56